1.
Below is 7 unconnected molecules or ions with the total composition C35H87N5O14, with properties calculated with ωB97M-V/def2-TZVPD.

Values from the calculation:
SMILES   CCOC(=O)OC.COCCNCCOC.COCCNCCOC.COCCNCCOC.COCCNCCOC.COCCNCCOC.CO
LUMO   0.63 eV
Total energy   -2712.4925 hartree
Gap between HOMO and LUMO   8.7 eV

Positions of all 141 atoms, in Å:
C -2.75 -0.94 -0.01
C -1.66 -1.00 -1.07
O -0.51 -0.23 -0.66
C -0.35 0.91 -1.29
O -1.17 1.52 -1.92
O 0.92 1.30 -1.14
C 1.28 2.60 -1.59
H -3.58 -1.62 -0.22
H -3.30 0.01 -0.09
H -2.47 -1.10 1.03
H -2.02 -0.67 -2.04
H -1.29 -2.02 -1.06
H 0.60 3.09 -2.29
H 2.18 2.37 -2.17
H 1.39 3.32 -0.78
C 4.02 -4.54 4.96
O 4.23 -3.40 4.16
C 5.31 -3.60 3.28
C 5.37 -2.37 2.38
N 4.31 -2.46 1.39
C 4.32 -1.33 0.45
C 3.74 -0.05 1.05
O 4.43 1.15 0.73
C 3.73 2.25 1.21
H 3.30 -4.33 5.75
H 4.95 -4.83 5.46
H 3.71 -5.38 4.33
H 5.23 -4.50 2.66
H 6.29 -3.70 3.77
H 6.30 -2.32 1.80
H 5.35 -1.47 3.01
H 3.38 -2.44 1.81
H 3.72 -1.67 -0.40
H 5.34 -1.23 0.07
H 3.60 -0.10 2.14
H 2.73 0.06 0.64
H 3.73 2.35 2.30
H 2.68 2.25 0.87
H 4.13 3.21 0.90
C 2.36 -4.78 0.23
O 1.11 -5.18 -0.29
C 0.56 -4.21 -1.16
C -0.35 -4.93 -2.17
N -1.26 -3.99 -2.82
C -0.61 -2.89 -3.52
C 0.38 -3.33 -4.64
O 1.72 -3.21 -4.12
C 2.69 -3.02 -5.11
H 3.04 -4.52 -0.59
H 2.86 -5.59 0.75
H 2.25 -3.86 0.81
H 1.34 -3.66 -1.68
H -0.04 -3.58 -0.50
H -0.94 -5.65 -1.61
H 0.37 -5.46 -2.82
H -1.85 -4.56 -3.41
H -0.09 -2.30 -2.77
H -1.42 -2.37 -4.03
H 0.21 -2.76 -5.56
H 0.35 -4.38 -4.94
H 2.61 -2.07 -5.65
H 2.67 -3.81 -5.89
H 3.66 -3.12 -4.64
C 3.51 9.17 2.10
O 3.01 8.52 0.96
C 2.30 9.29 0.04
C 1.47 8.30 -0.81
N 0.51 7.61 0.05
C -0.22 6.63 -0.77
C -1.03 5.70 0.12
O -0.17 4.96 0.95
C -0.75 4.30 2.04
H 2.69 9.61 2.68
H 4.12 10.01 1.73
H 4.10 8.56 2.78
H 2.89 9.98 -0.56
H 1.51 9.88 0.53
H 2.21 7.57 -1.18
H 1.00 8.82 -1.64
H 0.99 6.97 0.68
H 0.35 6.00 -1.47
H -0.97 7.15 -1.39
H -1.78 5.21 -0.50
H -1.65 6.32 0.78
H -0.98 4.94 2.90
H -0.05 3.54 2.40
H -1.63 3.74 1.71
C -2.63 -4.76 0.34
O -2.81 -4.88 1.73
C -2.31 -3.78 2.47
C -0.79 -3.69 2.48
N -0.31 -2.59 3.30
C 1.12 -2.63 3.51
C 1.53 -1.58 4.56
O 1.18 -0.30 4.05
C 1.78 0.75 4.74
H -2.98 -3.85 -0.16
H -3.16 -5.61 -0.09
H -1.60 -4.91 0.00
H -2.78 -3.85 3.45
H -2.72 -2.84 2.07
H -0.44 -3.47 1.46
H -0.37 -4.63 2.84
H -0.70 -1.67 3.28
H 1.64 -2.26 2.61
H 1.61 -3.55 3.84
H 2.60 -1.71 4.75
H 0.97 -1.76 5.48
H 1.47 0.82 5.78
H 1.52 1.70 4.27
H 2.88 0.78 4.65
C -0.49 0.26 -5.30
O -1.46 0.71 -4.39
C -2.71 1.03 -4.93
C -3.83 0.56 -4.01
N -3.69 1.13 -2.65
C -4.33 0.31 -1.65
C -5.84 0.05 -1.84
O -6.26 -0.91 -0.92
C -7.66 -1.16 -1.01
H -0.32 1.05 -6.05
H -0.89 -0.53 -5.96
H 0.44 -0.07 -4.85
H -2.95 0.63 -5.92
H -2.73 2.11 -5.08
H -3.79 -0.53 -3.96
H -4.80 0.84 -4.43
H -2.68 1.17 -2.52
H -4.28 0.84 -0.69
H -3.83 -0.65 -1.45
H -5.89 -0.42 -2.83
H -6.42 0.98 -1.79
H -8.17 -0.25 -0.67
H -7.93 -1.98 -0.36
H -7.91 -1.29 -2.07
C -4.83 1.08 2.76
O -5.45 2.32 2.97
H -3.81 0.96 3.13
H -5.25 0.35 3.47
H -4.93 0.71 1.74
H -6.25 2.39 2.45

Mulliken atomic charge list, values in e, 8 entries: number 1, C, carries -1.730; number 2, C, carries 2.084; number 3, O, carries 0.213; number 4, C, carries 0.581; number 5, O, carries -1.093; number 6, O, carries -0.043; number 7, C, carries -0.819; number 8, H, carries 0.750



2.
Below is 10 unconnected molecules or ions with the total composition C33H57FI2N13O25, with properties calculated with ωB97M-V/def2-TZVPD.

Values from the calculation:
LUMO   -3.60 eV
Charge   +1
Total energy   -4578.5727 hartree
Gap between HOMO and LUMO   8.2 eV

Positions of all 131 atoms, in Å:
C -3.48 0.20 4.29
C -4.18 -0.30 3.04
O -3.79 0.32 1.80
N -2.41 0.57 1.72
C -1.88 -0.19 0.66
N -1.29 -1.33 0.80
C -1.17 -1.92 2.13
C 0.12 -1.50 2.80
O 0.85 -0.67 2.40
I 0.59 -2.56 4.60
C -0.76 -2.09 -0.32
C 0.70 -2.52 -0.12
O 1.00 -3.23 0.80
C 1.70 -2.06 -1.12
C 2.15 -3.01 -2.04
C 3.06 -2.62 -3.02
C 3.53 -1.31 -3.05
C 3.08 -0.37 -2.12
C 2.15 -0.74 -1.16
N -2.09 0.45 -0.53
C -3.12 -0.29 -1.32
C -2.35 1.88 -0.24
I -4.36 2.57 -0.78
C -1.43 2.76 -1.16
C -0.23 2.03 -1.78
C 0.83 3.11 -2.10
C -0.57 1.35 -3.12
C -2.11 1.95 1.32
C -2.91 2.93 2.17
C -2.61 4.38 1.90
O -2.48 4.88 0.82
O -2.54 5.10 3.04
C -0.65 2.14 1.87
O -0.40 1.72 2.95
N 0.34 2.87 1.11
C 1.10 3.72 1.94
O 0.88 4.86 2.10
F 2.12 3.12 2.52
H -3.82 1.19 4.59
H -3.78 -0.47 5.09
H -2.39 0.15 4.24
H -5.24 -0.09 3.15
H -4.09 -1.38 3.00
H -1.99 -1.70 2.80
H -1.16 -3.00 2.02
H -1.37 -2.98 -0.47
H -0.85 -1.50 -1.23
H 1.80 -4.03 -2.01
H 3.42 -3.35 -3.73
H 4.24 -1.01 -3.81
H 3.45 0.65 -2.14
H 1.78 -0.06 -0.40
H -4.06 -0.34 -0.78
H -2.81 -1.31 -1.51
H -3.25 0.16 -2.30
H -1.05 3.61 -0.61
H -2.02 3.15 -1.98
H 0.27 1.34 -1.10
H 1.69 2.70 -2.62
H 0.37 3.89 -2.72
H 1.13 3.62 -1.18
H -0.35 2.05 -3.93
H -1.62 1.09 -3.20
H 0.07 0.48 -3.25
H -2.64 2.75 3.21
H -3.99 2.78 2.11
H -2.85 5.99 2.83
H 0.95 2.19 0.66
C -6.75 6.10 -1.01
N -7.43 4.96 -1.66
O -8.54 5.13 -2.12
O -6.83 3.90 -1.71
H -7.41 6.96 -1.05
H -6.54 5.81 0.02
H -5.83 6.29 -1.55
C 7.04 1.94 -2.32
N 6.36 0.85 -3.08
O 5.31 1.10 -3.63
O 6.92 -0.23 -3.09
H 6.43 2.84 -2.39
H 7.13 1.61 -1.29
H 8.01 2.08 -2.78
C -11.23 3.85 -1.06
N -12.35 3.19 -0.33
O -12.47 3.43 0.86
O -13.07 2.46 -0.97
H -10.68 4.47 -0.36
H -10.60 3.07 -1.47
H -11.66 4.45 -1.85
C 2.59 -6.19 1.63
N 2.19 -7.63 1.62
O 1.02 -7.88 1.39
O 3.06 -8.44 1.82
H 1.72 -5.59 1.43
H 3.00 -5.98 2.61
H 3.35 -6.05 0.86
C 7.08 -3.38 -4.94
N 5.88 -4.00 -4.32
O 5.68 -3.80 -3.13
O 5.16 -4.66 -5.03
H 7.61 -2.82 -4.19
H 7.69 -4.19 -5.34
H 6.73 -2.73 -5.74
C 5.08 6.84 -2.12
N 4.86 5.37 -2.17
O 3.72 4.97 -2.28
O 5.85 4.66 -2.09
H 4.12 7.34 -2.20
H 5.56 7.07 -1.17
H 5.73 7.10 -2.95
C 10.23 -2.43 -1.30
N 9.76 -1.37 -2.24
O 9.61 -1.68 -3.40
O 9.58 -0.27 -1.77
H 10.35 -3.35 -1.85
H 11.17 -2.10 -0.87
H 9.47 -2.53 -0.53
C -2.91 -4.72 6.66
N -3.41 -3.65 5.75
O -3.61 -3.96 4.59
O -3.58 -2.55 6.22
H -2.81 -5.64 6.10
H -1.95 -4.39 7.05
H -3.63 -4.82 7.47
C -1.07 -6.11 2.21
N -1.57 -6.39 3.58
O -2.76 -6.54 3.73
O -0.73 -6.46 4.45
H -1.92 -6.07 1.54
H -0.56 -5.15 2.25
H -0.38 -6.90 1.94

Mulliken atomic charge list, values in e, 8 entries: number 1, C, carries -0.976; number 2, C, carries -0.343; number 3, O, carries -0.475; number 4, N, carries 1.369; number 5, C, carries -0.634; number 6, N, carries 0.298; number 7, C, carries -0.135; number 8, C, carries 0.089



3.
Below is a single C3H6O molecule, with properties calculated with ωB97M-V/def2-TZVPD.

Values from the calculation:
Energy above the lowest of the compared OMol25 structures with the same formula, charge and spin   361.3 kJ/mol
LUMO   0.75 eV
Total energy   -193.0056 hartree
Gap between HOMO and LUMO   9.0 eV

Positions of all 10 atoms, in Å:
C -1.60 0.06 0.38
C -0.51 -0.88 -0.03
C 1.61 -0.03 -0.35
O 0.58 -0.38 0.57
H -2.51 -0.39 0.76
H -1.85 0.47 -0.61
H -1.24 0.88 1.00
H 1.24 -0.22 -1.36
H 2.54 -0.56 -0.16
H 1.73 1.05 -0.19

Mulliken atomic charge list, values in e, 8 entries: number 1, C, carries -0.714; number 2, C, carries -0.175; number 3, C, carries -0.553; number 4, O, carries -0.151; number 5, H, carries 0.294; number 6, H, carries 0.269; number 7, H, carries 0.261; number 8, H, carries 0.332



4.
Below is a molecular structure, C9H13NO, with properties calculated with ωB97M-V/def2-TZVPD.

Values from the calculation:
Energy above the lowest of the compared OMol25 structures with the same formula, charge and spin   504.9 kJ/mol
LUMO   0.86 eV
Total energy   -480.5650 hartree
Gap between HOMO and LUMO   10.2 eV

Positions of all 24 atoms, in Å:
C 1.77 1.50 -0.86
C 0.47 1.24 -1.06
C 1.33 0.57 1.43
C 0.79 -2.42 -0.02
C 0.03 -1.53 -0.62
C 2.38 0.83 0.35
C -0.33 0.29 -0.14
C -2.62 -0.61 0.30
C -1.79 0.47 -0.44
N 0.13 0.28 1.20
O -2.26 1.65 0.18
H 2.50 2.16 -1.39
H 0.01 1.62 -1.95
H 1.58 0.50 2.54
H 1.09 -3.40 -0.46
H 0.98 -2.21 0.98
H -0.18 -1.79 -1.58
H 2.59 -0.31 0.20
H 3.24 1.38 0.56
H -2.17 -0.85 1.32
H -2.64 -1.51 -0.14
H -3.52 -0.29 0.61
H -1.90 0.36 -1.47
H -1.48 2.06 0.48

Mulliken atomic charge list, values in e, 8 entries: number 1, C, carries -0.344; number 2, C, carries -0.731; number 3, C, carries -0.361; number 4, C, carries -0.847; number 5, C, carries -0.484; number 6, C, carries -0.618; number 7, C, carries 0.497; number 8, C, carries -1.666



5.
Below is a molecular structure, C10H14N2OsP, with properties calculated with ωB97M-V/def2-TZVPD.

Values from the calculation:
Multiplicity   5
Energy above the lowest of the compared OMol25 structures with the same formula, charge and spin   94.0 kJ/mol
LUMO (alpha / beta)   -2.27 / -6.14 eV
Charge   +1
Total energy   -930.5336 hartree
Gap between HOMO and LUMO (alpha / beta)   6.3 / 6.4 eV
⟨S²⟩   6.014

Positions of all 28 atoms, in Å:
C 0.71 0.76 -3.09
C -0.54 0.07 -3.01
C -0.35 -1.11 -2.24
C 1.05 -1.17 -1.87
C 1.70 -0.01 -2.40
Os 0.18 0.54 -1.14
P -0.27 2.71 -0.69
H 0.89 1.67 -3.65
H -1.48 0.40 -3.44
H -1.12 -1.84 -2.04
H 2.75 0.22 -2.32
H 1.54 -1.97 -1.34
H -1.30 2.98 0.28
H -0.73 3.46 -1.82
H 0.88 3.46 -0.26
N -0.10 -2.43 0.63
C -0.21 -1.36 1.48
C -0.39 -1.63 2.86
C -0.50 -0.59 3.77
C -0.38 0.70 3.27
C -0.14 0.90 1.91
N -0.10 -0.09 1.00
H -0.34 -2.35 -0.36
H -0.20 -3.36 1.01
H -0.45 -2.67 3.17
H -0.66 -0.77 4.83
H -0.46 1.58 3.92
H 0.02 1.92 1.55

Mulliken atomic charge list, values in e, 8 entries: number 1, C, carries -0.329; number 2, C, carries -0.702; number 3, C, carries -0.473; number 4, C, carries -0.130; number 5, C, carries -0.795; number 6, Os, carries 0.677; number 7, P, carries -0.190; number 8, H, carries 0.559



6.
Below is a gas-phase ion, C21H45N3O4P (charge +1), with properties calculated with ωB97M-V/def2-TZVPD.

Values from the calculation:
Energy above the lowest of the compared OMol25 structures with the same formula, charge and spin   0.0 kJ/mol
SMILES   CCCCCCCCCCCCNC1=[N+](CCP(=O)(OCC)OCC)COCN1
LUMO   -2.66 eV
Charge   +1
Total energy   -1633.6006 hartree
Gap between HOMO and LUMO   10.1 eV

Positions of all 74 atoms, in Å:
C -3.28 1.02 4.34
C -4.37 0.23 3.61
C -4.10 -1.29 3.41
C -2.80 -1.83 4.00
C -2.65 -3.33 3.77
C -1.60 -3.99 4.67
C -0.20 -3.38 4.51
C 0.46 -3.70 3.16
C 0.46 -2.52 2.17
C 1.76 -2.36 1.37
C 1.57 -1.85 -0.07
C 0.55 -0.71 -0.20
N 1.12 0.53 -0.75
C 1.62 1.51 -0.04
N 1.64 1.48 1.33
C 0.96 2.66 1.90
O 1.64 3.79 1.45
C 1.55 3.87 0.05
N 2.14 2.65 -0.58
C 2.24 2.69 -2.04
C 0.99 3.18 -2.79
P 0.65 2.30 -4.33
O -0.68 2.56 -4.86
O 1.86 2.57 -5.31
C 1.64 3.35 -6.53
C 1.08 2.49 -7.64
O 0.89 0.78 -3.83
C 1.30 -0.22 -4.81
C 0.91 -1.60 -4.29
H -2.31 0.95 3.84
H -3.14 0.67 5.37
H -3.56 2.07 4.39
H -5.30 0.35 4.16
H -4.53 0.70 2.64
H -4.09 -1.49 2.33
H -4.93 -1.85 3.84
H -1.95 -1.31 3.54
H -2.77 -1.63 5.08
H -3.61 -3.81 3.99
H -2.44 -3.53 2.72
H -1.55 -5.06 4.46
H -1.91 -3.86 5.71
H 0.43 -3.76 5.32
H -0.25 -2.30 4.66
H -0.09 -4.53 2.70
H 1.49 -4.03 3.33
H -0.38 -2.60 1.47
H 0.28 -1.60 2.74
H 2.25 -3.33 1.31
H 2.47 -1.71 1.90
H 1.30 -2.68 -0.73
H 2.53 -1.49 -0.44
H -0.25 -0.98 -0.89
H 0.08 -0.47 0.76
H 1.14 0.59 -1.77
H 1.41 0.59 1.75
H 1.02 2.63 2.99
H -0.09 2.71 1.58
H 2.14 4.73 -0.27
H 0.50 3.98 -0.25
H 2.51 1.70 -2.38
H 3.10 3.32 -2.29
H 1.06 4.25 -3.01
H 0.07 3.03 -2.22
H 2.63 3.73 -6.79
H 1.00 4.20 -6.31
H 1.28 2.98 -8.60
H 0.00 2.39 -7.55
H 1.54 1.51 -7.65
H 2.37 -0.13 -4.98
H 0.77 0.00 -5.74
H 0.89 -1.58 -3.19
H 1.64 -2.34 -4.61
H -0.08 -1.88 -4.63

Mulliken atomic charge list, values in e, 8 entries: number 1, C, carries -0.992; number 2, C, carries -0.375; number 3, C, carries -0.751; number 4, C, carries 0.392; number 5, C, carries -0.633; number 6, C, carries -1.109; number 7, C, carries -0.787; number 8, C, carries -0.838